No. 1
Formula: C4H9NO2
Source: the OMol25 dataset
Level of theory: ωB97M-V/def2-TZVPD

Properties
E_HOMO (alpha / beta) (eV): -9.214 / -9.214
LUMO energy (alpha / beta) (eV): -0.6 / -0.6
Relative energy (zero: lowest compared OMol25 entry of this formula, charge and spin) (kcal/mol): 138.2
HOMO-LUMO gap (alpha / beta) (eV): 8.6 / 8.6
E_tot (Eh): -362.86524

Structure (ORCA input):
```
! wB97M-V def2-TZVPD RIJCOSX def2/J DEFGRID3
* xyz 0 1
C -0.00106 -0.82566 -1.05777
C -0.86669 -1.17248 1.31475
C 0.33319 2.12252 0.06190
C -0.79347 -0.29032 0.06656
N -2.08990 0.04614 -0.30299
O -2.69464 1.11635 -0.18526
O 0.17299 1.04387 0.86752
H 0.61124 -0.01108 -1.47086
H -0.76271 -1.12400 -1.85986
H 0.54930 -1.65509 -0.66613
H -1.79019 -1.93317 1.17251
H -0.93696 -0.50467 2.13250
H 0.09228 -1.72161 1.47512
H 0.66014 1.85072 -0.89564
H 1.11710 2.77030 0.52773
H -0.60486 2.65467 -0.16762
*
```

In the Löwdin picture, each atom carries the following charge in e: -0.012, -0.022, -0.230, -0.444, 0.019, 0.064, -0.181, 0.083, 0.124, 0.077, 0.145, 0.061, 0.097, 0.036, 0.106, 0.078

No. 2
Formula: C2H27HgO12
Source: the OMol25 dataset
Level of theory: ωB97M-V/def2-TZVPD

Properties
E_HOMO (alpha / beta) (eV): -9.159 / -9.082
LUMO energy (alpha / beta) (eV): -0.4 / -2.8
HOMO-LUMO gap (alpha / beta) (eV): 8.8 / 6.3
E_tot (Eh): -1148.60069

Structure (ORCA input):
```
! wB97M-V def2-TZVPD RIJCOSX def2/J DEFGRID3
* xyz 0 2
Hg -2.34608 2.82133 -1.93610
C 0.21931 0.14047 0.11819
C -1.24248 0.31814 0.46314
O -1.86368 1.44013 -0.12561
H 0.69010 1.03436 0.52737
H 0.31728 0.08186 -0.96581
H 0.63719 -0.80546 0.46274
H -1.20631 0.39658 1.54971
H -1.66131 -0.66845 0.26487
O -0.29646 1.83721 4.04230
H -1.00892 2.19421 3.51205
H -0.66631 1.76224 4.92198
O 1.21754 -2.93619 1.74870
H 0.87354 -2.75384 2.62313
H 2.01636 -2.41198 1.69095
O 0.37798 -3.64982 -0.73204
H 0.15935 -4.57990 -0.67390
H 0.49230 -3.37287 0.17706
O 1.81811 0.31429 3.13996
H 1.02874 0.36622 3.67887
H 1.68896 0.97627 2.46074
O 0.99459 -0.28210 -4.21843
H 1.57600 0.46023 -4.38318
H 1.28550 -0.63256 -3.37655
O -1.14170 -2.38248 -2.71873
H -0.48709 -1.70965 -2.90586
H -0.71900 -2.95782 -2.08113
O -1.99231 3.23033 2.19563
H -1.70655 2.54417 1.59252
H -2.94726 3.16480 2.19860
O 2.01789 -2.08712 -2.44265
H 2.37349 -1.31624 -2.00048
H 1.71845 -2.65447 -1.73224
O 0.08970 2.53977 -2.44526
H 0.56770 1.78104 -2.11050
H 0.72883 3.00833 -2.98210
O 2.93309 0.18572 -1.24907
H 3.20122 1.06486 -1.51637
H 3.29748 0.08048 -0.37022
O -4.60853 0.86671 1.16186
H -3.70250 0.87258 0.85315
H -4.72420 1.71863 1.58270
*
```

In the Löwdin picture, each atom carries the following charge in e: 0.914, -0.111, -0.416, -0.503, 0.069, 0.046, 0.059, 0.097, 0.111, -0.046, -0.006, 0.052, -0.033, 0.063, 0.052, -0.046, 0.073, -0.002, -0.068, -0.002, 0.007, -0.043, 0.027, -0.035, -0.057, -0.012, -0.025, -0.046, -0.008, 0.038, -0.051, -0.023, 0.007, -0.179, 0.002, 0.049, -0.029, 0.065, 0.068, -0.052, -0.021, 0.015

No. 3
Formula: C38H86Cl16O5S5
Source: the OMol25 dataset
Level of theory: ωB97M-V/def2-TZVPD

Properties
E_HOMO (eV): -7.266
LUMO energy (eV): -0.1
Relative energy (zero: lowest compared OMol25 entry of this formula, charge and spin) (kcal/mol): 1442.0
HOMO-LUMO gap (eV): 7.2
E_tot (Eh): -11227.05771

Structure (ORCA input):
```
! wB97M-V def2-TZVPD RIJCOSX def2/J DEFGRID3
* xyz 0 1
C -0.89288 -5.99995 -0.61115
S -0.63612 -4.54079 0.54742
O 0.48572 -3.75977 -0.08902
C -2.16874 -3.57032 0.28913
H -0.01275 -6.63964 -0.67660
H -1.12165 -5.78456 -1.65488
H -1.67408 -6.62085 -0.17261
H -2.22738 -2.82095 1.07851
H -3.09537 -4.13915 0.21235
H -2.17103 -3.18169 -0.72924
C -4.52040 -1.07787 -2.60319
S -3.53155 -0.89903 -4.16891
O -3.11707 0.56755 -4.16828
C -2.11649 -1.88506 -3.56797
H -4.21764 -0.26010 -1.94921
H -4.28558 -2.00561 -2.08142
H -5.57883 -0.88677 -2.78017
H -1.74268 -1.73871 -2.55459
H -1.31497 -1.66464 -4.27301
H -2.39494 -2.93163 -3.69162
C 2.07083 -5.09878 1.46221
S 3.12670 -3.57346 1.49009
O 4.31562 -3.91489 0.65684
C 2.05862 -2.58502 0.38877
H 2.04664 -5.45522 0.43242
H 1.06389 -4.82122 1.77390
H 2.59779 -5.80895 2.09945
H 1.12897 -2.26053 0.85629
H 1.77937 -3.14773 -0.50201
H 2.60178 -1.66911 0.15603
C -1.24923 0.16041 -5.33651
S -0.25495 -0.57624 -6.68807
O -0.82294 -2.02248 -6.76669
C -1.05613 0.22609 -8.16378
H -0.91589 -0.22405 -4.37257
H -2.20641 -0.29572 -5.58919
H -1.35343 1.24522 -5.35749
H -2.06021 -0.17352 -8.02149
H -0.75068 -0.27998 -9.07959
H -1.09978 1.30324 -8.32484
C -0.12576 -3.40384 -5.88246
S -0.95313 -3.60798 -4.25644
O -1.00764 -5.14129 -3.98288
C 0.32067 -2.90856 -3.12116
H -0.74517 -3.44514 -6.77842
H 0.66176 -4.15374 -5.95706
H 0.27666 -2.39227 -5.93612
H -0.06532 -2.41369 -2.22998
H 1.06614 -2.28777 -3.61814
H 0.80205 -3.75722 -2.63519
C 2.17112 0.06085 3.74794
Cl 1.14075 1.41801 4.16512
Cl 3.68165 0.18121 4.69363
Cl 1.22232 -1.37616 4.15877
Cl 2.56860 0.07197 2.02863
C -1.52312 -3.65602 4.06522
Cl -0.17220 -3.12608 3.09948
Cl -1.40784 -5.35499 4.51444
Cl -1.52081 -2.55283 5.40290
Cl -2.97442 -3.28218 3.04363
C -1.98372 3.58156 0.07988
Cl -0.66015 3.10163 -1.03530
Cl -3.55877 3.68314 -0.68902
Cl -2.08228 2.31108 1.28402
Cl -1.62772 5.16646 0.86966
C -3.91764 -0.26948 0.65361
Cl -5.41345 -0.67095 1.32145
Cl -4.10541 1.02340 -0.56629
Cl -2.75047 0.28543 1.86710
Cl -3.25054 -1.64317 -0.17012
C 0.18385 4.19279 5.54532
C -1.31520 4.36758 5.09894
C -1.71579 3.21830 4.13926
C -1.68823 1.80505 4.81528
C -1.80713 0.66874 3.73765
C -1.56041 -0.73650 4.16178
H 0.38796 3.24654 6.04639
H 0.33262 4.89250 6.36773
H 0.92993 4.40247 4.77883
H -1.98263 4.42000 5.95910
H -1.54244 5.35489 4.69683
H -0.93147 3.18649 3.38300
H -2.65399 3.39950 3.61481
H -0.77124 1.60763 5.37048
H -2.47061 1.82369 5.57397
H -2.81660 0.68301 3.32668
H -1.09100 0.97238 2.97408
H -1.90920 -0.95884 5.17025
H -1.91590 -1.46539 3.43346
H -0.48633 -0.91445 4.10880
C -0.04053 -1.27922 2.37651
C -0.67124 -0.78238 1.07614
C 0.32828 -0.78531 -0.09654
C -0.20423 -0.41451 -1.48611
C -0.93642 0.91526 -1.50264
C -1.44969 1.35886 -2.88128
H 0.79021 -0.60964 2.59930
H 0.34427 -2.29125 2.25074
H -0.78826 -1.32161 3.16848
H -1.51412 -1.43669 0.85359
H -0.94132 0.25378 1.27989
H 0.77752 -1.77836 -0.10787
H 1.17017 -0.12320 0.10581
H 0.58492 -0.28601 -2.22694
H -0.89329 -1.16221 -1.87884
H -1.79944 0.68274 -0.87878
H -0.35509 1.65546 -0.95288
H -1.73595 2.40585 -2.98109
H -0.66360 1.25264 -3.62886
H -2.31258 0.71576 -3.05431
C 3.14438 5.60216 3.51680
C 1.85624 4.84315 3.29353
C 1.50418 4.63786 1.80802
C 0.38589 3.67143 1.57037
C 0.86918 2.17410 1.67735
C 1.39629 1.47750 0.39482
H 3.12335 6.51150 2.91617
H 3.99732 5.03730 3.14059
H 3.33571 5.88598 4.55167
H 1.95197 3.88043 3.79563
H 1.06596 5.42839 3.76369
H 2.31011 4.38157 1.12035
H 1.19038 5.58442 1.36796
H -0.44722 3.86709 2.24546
H -0.05631 3.82811 0.58649
H 1.65671 2.04045 2.41901
H -0.04121 1.62955 1.92790
H 1.86897 0.51292 0.57989
H 0.54830 1.32039 -0.27176
H 2.28914 1.94879 -0.01602
C 5.68110 0.58543 -0.28146
C 4.51252 -0.39847 -0.48930
C 3.21943 0.43426 -0.55856
C 2.90523 0.84602 -2.00555
C 1.62244 1.65012 -2.06622
C 1.25748 2.00951 -3.46375
H 5.78158 1.22678 -1.15705
H 6.57927 -0.03186 -0.26325
H 5.62136 1.10970 0.67231
H 4.62300 -1.06038 -1.34824
H 4.41821 -1.07628 0.35911
H 3.30535 1.28247 0.12062
H 2.39248 -0.17444 -0.19286
H 3.73323 1.45375 -2.37054
H 2.74330 0.04521 -2.72706
H 0.76473 1.15539 -1.61051
H 1.90696 2.56556 -1.54746
H 0.46094 2.75106 -3.40279
H 2.03358 2.48905 -4.06025
H 0.87045 1.10778 -3.93830
*
```

Results of the Löwdin charge analysis, in e, for atoms 1 through 99: -0.177, 0.911, -0.651, -0.475, 0.054, 0.027, 0.047, -0.115, 0.073, 0.003, -0.294, 1.017, -0.617, -0.439, -0.120, 0.000, 0.062, 0.014, -0.012, -0.009, -0.257, 0.874, -0.551, -0.356, 0.057, -0.064, 0.056, 0.010, 0.070, 0.016, -0.313, 1.000, -0.641, -0.215, 0.027, 0.005, 0.100, 0.044, 0.050, 0.056, -0.317, 0.883, -0.545, -0.176, 0.061, 0.071, -0.020, 0.011, 0.077, 0.065, -1.647, 0.840, 0.594, 0.771, 0.938, -1.734, 0.759, 0.574, 0.792, 0.697, -1.629, 0.913, 0.588, 0.707, 0.671, -1.730, 0.691, 0.627, 0.703, 0.795, -0.118, -0.196, -0.241, -0.173, -0.408, -0.446, 0.049, 0.077, -0.015, 0.096, 0.098, 0.023, 0.096, 0.037, 0.117, -0.031, 0.009, -0.016, -0.018, -0.071, -0.582, -0.234, -0.180, -0.166, -0.430, -0.170, -0.054, -0.168, -0.122

Record-wise maximum force values, in hartree/bohr: 0.1030; 0.0243; 0.2707